(1)
The following is a quantum chemistry calculation of C48H82O19 as an isolated structure, from the Open Molecules 2025 dataset.

Each line ends with the Mulliken charge.
Positions of all 149 atoms, in Å:
C1 -0.1765 3.5623 -3.2087  -0.88
C2 -0.8979 2.5492 -2.3264  1.24
C3 -2.4238 2.7578 -2.6517  0.33
O1 -2.3505 3.0843 -4.0377  -0.68
C4 -1.0666 3.7523 -4.3343  -0.64
H1 0.8366 3.2659 -3.4803  0.27
H2 -0.1876 4.4571 -2.5863  0.26
H3 -0.7233 2.5839 -1.2510  0.52
H4 -0.5733 1.5746 -2.6909  0.17
H5 -2.8294 3.6433 -2.1622  0.14
H6 -2.9184 1.7959 -2.5168  -0.99
H7 -1.2474 4.8153 -4.4937  0.38
H8 -0.6201 3.2459 -5.1900  0.30
C5 -0.0768 4.4221 0.8945  -0.43
C6 1.0558 5.2954 1.4896  -0.95
C7 1.4703 4.3837 2.6334  -0.66
O2 1.3597 3.0738 2.1671  -0.06
C8 0.3302 2.9646 1.2491  0.96
H9 -0.2137 4.6162 -0.1693  -0.22
H10 -1.0089 4.5920 1.4336  0.75
H11 0.7110 6.2746 1.8219  0.43
H12 1.9169 5.4971 0.8525  0.33
H13 0.9101 4.5236 3.5580  0.27
H14 2.4990 4.5629 2.9461  0.51
H15 -0.5175 2.4392 1.6888  -0.26
H16 0.7027 2.4520 0.3622  0.42
C9 -2.9758 3.7503 0.9695  -0.70
C10 -3.2612 2.2816 1.0372  0.31
C11 -3.3506 1.8749 -0.3727  0.32
O3 -3.5382 3.0219 -1.1303  -0.29
C12 -3.7727 4.1294 -0.2521  -0.92
H17 -1.9464 4.0952 0.8725  -0.78
H18 -3.2916 4.2422 1.8895  0.87
H19 -4.2281 2.1875 1.5314  0.96
H20 -2.4621 1.7258 1.5278  -0.30
H21 -4.1213 1.1311 -0.5749  0.42
H22 -2.3958 1.4686 -0.7064  -1.23
H23 -4.8458 4.1416 -0.0613  0.38
H24 -3.5843 5.1447 -0.6010  0.49
C13 4.4384 -1.3994 -2.7735  -0.68
C14 4.5988 -0.0278 -2.1279  -0.92
C15 3.2896 0.2584 -1.4284  0.05
O4 2.3469 -0.6322 -2.0161  0.07
C16 2.9683 -1.3507 -3.1169  -0.65
H25 4.6662 -2.2477 -2.1281  0.30
H26 5.0681 -1.3886 -3.6631  0.61
H27 4.7918 0.7558 -2.8606  0.29
H28 5.4833 -0.0549 -1.4915  0.27
H29 3.0637 1.2767 -1.7447  0.51
H30 3.3878 0.1402 -0.3492  -0.17
H31 2.7829 -0.9319 -4.1060  0.90
H32 2.6626 -2.3853 -3.2726  0.14
C17 -1.0732 0.4293 0.4848  1.23
C18 -0.2395 0.7874 -0.7112  -1.07
C19 1.0272 -0.1025 -0.6054  1.09
O5 0.9316 -0.7134 0.6565  -0.11
C20 0.0020 -0.0505 1.4488  0.07
H33 -1.7425 -0.3596 0.1419  -0.11
H34 -1.6573 1.2771 0.8428  -1.43
H35 -0.0527 1.8559 -0.6042  -0.78
H36 -0.7772 0.4957 -1.6133  -1.31
H37 1.9428 0.4887 -0.5933  0.63
H38 1.0342 -0.8758 -1.3735  -1.03
H39 0.4772 0.7657 1.9929  -0.29
H40 -0.4085 -0.6935 2.2273  -1.24
O6 -2.0504 -1.5891 1.8406  -0.33
C21 -2.2900 -1.0504 2.9425  0.87
O7 -2.2980 -1.7447 4.0495  -0.48
C22 -2.2273 -0.8791 5.2378  -0.55
C23 -2.9421 0.3358 4.7457  -0.58
C24 -2.4313 0.4370 3.3082  0.70
H41 -1.1925 -0.6348 5.4779  0.19
H42 -2.6747 -1.2490 6.1604  0.49
H43 -2.6755 1.1696 5.3951  0.37
H44 -4.0239 0.2023 4.7517  0.39
H45 -1.3895 0.7575 3.3109  -0.24
H46 -2.9930 1.0691 2.6204  0.04
O8 -0.8212 0.6305 -3.6834  -0.32
C25 -0.4025 -0.4701 -3.5108  0.49
O9 -0.6641 -1.2047 -2.4299  0.46
C26 -0.0047 -2.4397 -2.5063  0.07
C27 0.3298 -2.5798 -4.0105  -1.27
C28 0.5649 -1.1770 -4.4698  -0.60
H47 -0.6927 -3.2066 -2.1503  0.46
H48 0.8818 -2.4790 -1.8732  0.15
H49 -0.5052 -2.9971 -4.5733  0.35
H50 1.2373 -3.1689 -4.1430  0.78
H51 0.2717 -0.9633 -5.4976  0.69
H52 1.5978 -0.8799 -4.2882  -0.81
O10 2.7059 -1.0214 3.2496  -0.49
C29 1.9961 -2.0059 3.2106  0.05
O11 2.4482 -3.1517 3.6443  -0.52
C30 1.4906 -4.1485 3.4918  -0.85
C31 0.1630 -3.4061 3.3677  -0.96
C32 0.5999 -2.0503 2.7712  1.26
H53 1.4401 -4.8847 4.2940  0.69
H54 1.6838 -4.7254 2.5873  0.53
H55 -0.1849 -3.3579 4.3996  0.29
H56 -0.5994 -3.9555 2.8155  0.44
H57 -0.0153 -1.2059 3.0822  0.61
H58 0.5393 -2.0569 1.6829  0.07
O12 3.8028 1.7886 -0.3433  -0.58
C33 3.6971 1.6278 0.8877  0.19
O13 4.3202 2.4969 1.7441  -0.45
C34 3.9163 2.1921 3.1012  -1.47
C35 2.7104 1.2336 2.8982  -0.29
C36 2.9541 0.5321 1.5787  0.87
H59 3.5925 3.0459 3.6964  0.38
H60 4.6887 1.6638 3.6601  0.37
H61 1.7927 1.8215 2.9188  0.07
H62 2.5754 0.4019 3.5897  0.44
H63 2.0591 0.1518 1.0863  -0.33
H64 3.6499 -0.2932 1.7299  0.97
O14 0.9869 -4.2287 0.8975  -0.32
C37 -0.1374 -3.8832 0.5000  -0.13
O15 -0.9720 -4.8208 -0.0374  -0.48
C38 -2.1857 -4.2056 -0.4586  -1.27
C39 -1.9753 -2.7051 -0.3500  -1.49
C40 -0.7456 -2.5481 0.5174  1.28
H65 -3.0032 -4.4200 0.2298  0.35
H66 -2.4135 -4.3700 -1.5117  0.39
H67 -2.8847 -2.2062 -0.0152  1.12
H68 -1.7125 -2.3586 -1.3494  -0.90
H69 -1.0676 -2.3790 1.5449  0.24
H70 -0.0391 -1.7794 0.2041  2.19
O16 -5.9690 -1.0604 -1.1304  -0.66
C41 -4.9261 -0.8931 -1.7591  0.47
O17 -4.4047 0.3728 -2.0888  -0.59
C42 -3.1945 0.2060 -2.8508  -0.16
C43 -3.3495 -1.2481 -3.4076  -0.60
C44 -4.0669 -2.0118 -2.3252  0.35
H71 -2.2714 0.2898 -2.2772  1.49
H72 -3.0674 0.8993 -3.6822  0.95
H73 -2.3588 -1.6522 -3.6157  -0.13
H74 -3.8375 -1.1211 -4.3739  0.51
H75 -3.3812 -2.3999 -1.5720  -1.10
H76 -4.6573 -2.8398 -2.7176  0.61
O18 3.0171 -3.6754 -2.1750  -0.62
C45 3.0348 -3.5097 -0.9782  -0.42
O19 3.3931 -4.4533 -0.0506  -0.45
C46 3.4104 -3.8949 1.2491  -0.41
C47 3.5016 -2.4348 0.9731  -0.50
C48 2.6367 -2.2445 -0.2403  0.19
H77 4.2927 -4.1657 1.8289  0.64
H78 2.5228 -4.1113 1.8436  -0.53
H79 4.5189 -2.0682 0.8359  0.29
H80 3.0598 -1.8255 1.7616  -1.37
H81 2.8151 -1.2765 -0.7087  0.25
H82 1.6007 -2.2554 0.0984  0.79

Atoms 1-6, force components in eV/Å:
0.268 0.378 3.164
-0.958 1.851 -0.184
5.302 2.250 -4.224
0.933 -0.193 -2.070
-2.082 -0.754 -1.422
0.010 0.085 0.126

total energy: -3306.39136 a.u.
ΔE to the lowest compared entry with this formula, charge and spin: 838.4 kcal per mole
HOMO energy: -0.265 Eh
gap between HOMO and LUMO: 7.18 eV

=====

(2)
The following is a quantum chemistry calculation of a 6-piece molecular cluster, C24H34Cl10F2N3O3PS2 overall, from the Open Molecules 2025 dataset.

Each line ends with the Mulliken charge.
Positions of all 79 atoms, in Å:
O1 5.8365 0.3230 3.3868  -0.52
C1 4.5346 0.3003 2.9825  0.12
N1 3.7081 1.1730 3.4679  -0.66
C2 2.4340 1.0896 2.9719  0.00
C3 1.4547 1.9912 3.4254  -0.74
C4 0.1624 1.9616 2.9671  1.29
C5 -0.8176 2.9681 3.5224  -1.89
C6 -0.9051 4.2587 2.6800  -0.22
C7 0.3227 5.1624 2.8791  -0.31
F1 0.9960 5.3080 1.6679  -0.33
C8 -0.2271 0.9740 1.9978  0.67
C9 -1.6511 0.9726 1.4758  -0.72
C10 -2.5901 0.0146 2.2071  0.12
F2 -2.3565 0.1048 3.5767  -0.36
C11 0.7146 0.0727 1.5716  -0.21
N2 0.3599 -0.9604 0.6291  -0.29
C12 0.9020 -0.9339 -0.4600  0.53
S1 1.6949 -1.0944 -1.7953  -0.37
C13 2.0510 0.1158 2.0439  0.45
N3 2.9440 -0.7957 1.5716  -0.35
C14 4.1614 -0.6878 2.0163  0.41
P1 5.3937 -1.8345 1.3387  0.48
O2 4.5641 -2.9930 0.6218  -0.51
O3 6.2074 -2.4858 2.5366  -0.42
S2 6.5184 -0.9010 0.0603  -0.41
H1 5.8279 0.0816 4.3287  0.34
H2 1.7483 2.7252 4.1649  0.56
H3 -1.8035 2.5028 3.5184  0.27
H4 -0.5825 3.1678 4.5681  0.61
H5 -1.7995 4.8074 2.9777  0.43
H6 -0.9513 3.9820 1.6284  0.28
H7 1.0225 4.7412 3.5976  0.15
H8 0.0085 6.1572 3.1972  0.32
H9 -2.0309 1.9904 1.5141  -0.20
H10 -1.6224 0.6949 0.4191  0.60
H11 -3.6125 0.3330 2.0044  0.27
H12 -2.4539 -1.0023 1.8505  0.00
H13 4.5525 -2.7528 -0.3174  0.35
H14 7.1421 -2.3983 2.2895  0.29
Cl1 -2.2838 -2.6373 0.0794  -0.20
C15 -1.7031 -3.9773 -0.9442  -0.56
C16 -1.8129 -3.6574 -2.4128  0.05
Cl2 -3.5078 -3.5767 -2.9650  -0.20
H15 -2.2676 -4.8675 -0.6779  0.42
H16 -0.6566 -4.1394 -0.6875  0.25
H17 -1.3275 -4.4397 -2.9946  0.39
H18 -1.3460 -2.7041 -2.6626  -0.24
Cl3 -0.8013 -1.5273 -4.6654  -0.18
C17 -2.1335 -0.6479 -5.4689  0.25
C18 -1.7792 0.7888 -5.7419  -0.47
Cl4 -1.6479 1.7620 -4.2513  -0.15
H19 -3.0153 -0.7331 -4.8367  0.43
H20 -2.3304 -1.1617 -6.4129  -0.49
H21 -2.5600 1.2451 -6.3484  0.30
H22 -0.8347 0.8673 -6.2743  0.34
Cl5 -5.3960 2.4290 0.3312  -0.19
C19 -4.9158 4.1163 0.6458  -0.20
C20 -4.4031 4.7949 -0.5982  -0.51
Cl6 -2.8433 4.1282 -1.1423  -0.14
H23 -4.1686 4.1101 1.4365  0.01
H24 -5.7998 4.6381 1.0087  0.38
H25 -4.2450 5.8536 -0.3985  0.30
H26 -5.1092 4.6973 -1.4188  0.35
Cl7 -1.0846 -1.4071 -9.8465  -0.18
C21 -2.0667 -2.8937 -9.7938  -0.54
C22 -3.5259 -2.5969 -9.5645  -0.41
Cl8 -3.8140 -1.9603 -7.9228  -0.16
H27 -1.6640 -3.5316 -9.0110  0.32
H28 -1.9419 -3.3957 -10.7517  0.36
H29 -4.1090 -3.5109 -9.6621  0.30
H30 -3.9026 -1.8672 -10.2764  0.32
Cl9 6.3845 -4.0772 5.9309  -0.17
C23 4.7587 -3.5958 6.4744  -0.50
C24 4.2876 -2.3274 5.8120  -0.07
Cl10 5.2241 -0.9033 6.3506  -0.22
H31 4.7855 -3.4909 7.5561  0.35
H32 4.0814 -4.4090 6.2191  0.31
H33 3.2476 -2.1388 6.0729  0.38
H34 4.3691 -2.3896 4.7290  -0.03

Atoms 1-6, force components in eV/Å:
-0.426 -0.377 -0.004
0.458 0.421 0.144
-0.256 -0.534 -0.490
-0.246 0.355 0.404
-0.100 0.196 0.105
0.409 -0.238 0.095

total energy: -7264.39294 a.u.
structure (SMILES): Oc1nc2cc(CCCF)c(CCF)c(N=C=S)c2nc1P(O)(O)=S.ClCCCl.ClCCCl.ClCCCl.ClCCCl.ClCCCl
HOMO energy: -0.318 Eh
gap between HOMO and LUMO: 8.18 eV

=====

(3)
The following is a quantum chemistry calculation of H30O19SV as an isolated structure, from the Open Molecules 2025 dataset.

Each line ends with the Mulliken spin population.
Positions of all 51 atoms, in Å:
V1 4.8410 19.2760 15.3590  3.01
S1 2.0030 18.4680 13.7680  0.05
O1 1.3920 17.1510 13.9780  0.00
O2 1.0270 19.4670 14.2300  -0.01
O3 3.2870 18.6010 14.4160  -0.09
O4 2.1220 18.7020 12.3370  0.00
O5 -0.4100 20.6340 12.7170  0.00
H1 0.1560 20.0680 13.3520  0.00
H2 -0.5210 21.5570 12.9890  0.00
O6 1.5050 20.5620 10.7260  0.00
H3 0.6030 20.9120 10.6980  0.00
H4 1.6630 19.7960 11.3520  0.00
O7 4.7450 17.6130 16.7660  0.00
H5 5.0380 17.6310 17.6870  0.00
H6 4.4330 16.7000 16.5610  0.00
O8 6.0230 17.8720 13.9750  0.01
H7 6.5990 18.3300 13.2780  0.00
H8 5.4190 17.3400 13.4430  0.00
O9 4.1630 20.3840 11.8840  0.00
H9 3.9400 21.3160 11.7900  0.00
H10 3.3800 19.9230 11.6280  0.00
O10 -0.6040 15.8880 12.9580  0.00
H11 -1.3620 16.1320 13.5470  0.00
H12 0.1470 16.3790 13.3400  0.00
O11 2.1360 14.8580 12.9830  0.00
H13 3.0060 14.6280 13.2500  0.00
H14 1.9150 15.7150 13.4230  0.00
O12 -1.2090 18.7260 15.2550  0.00
H15 -1.7890 19.4370 15.5450  0.00
H16 -0.3100 18.9680 15.1010  0.00
O13 3.5230 20.1560 16.8620  0.01
H17 3.0180 20.9840 16.8540  0.00
H18 2.9200 19.4590 17.1170  0.00
O14 0.1300 16.2580 16.0320  0.00
H19 0.5670 16.7300 15.3430  0.00
H20 -0.8000 16.5640 16.0700  0.00
O15 0.9220 17.1700 10.7490  0.00
H21 1.2090 17.8730 11.2860  0.00
H22 1.0240 16.3400 11.2260  0.00
O16 0.8650 21.0070 16.1890  0.00
H23 1.0600 21.8180 15.7230  0.00
H24 0.7730 20.2600 15.5710  0.00
O17 3.8350 15.5420 15.2190  0.00
H25 2.8510 15.6510 15.2110  0.00
H26 4.0180 14.6690 15.5100  0.00
O18 2.3280 22.1310 14.1300  0.00
H27 1.7770 21.4250 13.8450  0.00
H28 1.9400 22.9070 13.7010  0.00
O19 4.1150 16.7200 11.7260  0.00
H29 3.4420 17.4010 11.6810  0.00
H30 3.6430 15.9280 11.5060  0.00

Atoms 1-6, force components in eV/Å:
-0.336 -1.044 -0.084
-2.830 -0.405 -2.576
1.861 0.739 0.924
1.775 -0.477 1.581
1.108 -0.200 1.015
1.530 -0.316 0.650

spin multiplicity: 4
total energy: -2789.75428 a.u.
ΔE to the lowest compared entry with this formula, charge and spin: 0.0 kcal per mole
HOMO energy (alpha / beta): -0.337 / -0.337 Eh
gap between HOMO and LUMO (alpha / beta): 7.17 / 7.10 eV
expectation value of S²: 3.753

=====

The lowest total energy belongs to which entry? C24H34Cl10F2N3O3PS2